120
Properties=species:S:1:pos:R:3:mulliken_spin:R:1 method="wB97M-V/def2-TZVPD" charge=+4 orbital_gap_ev="5.6582 / 6.7292" spin_multiplicity=2 lumo_energy_ev="-10.462 / -10.710" e_tot_ha=-6359.67749
Ta 0.09 0.07 0.36 0.5175
C -1.88 -1.69 4.89 0.0033
C -2.62 -2.80 4.16 0.0002
C -3.96 -3.04 4.85 0.0000
C -1.77 -4.07 4.15 -0.0005
N -2.91 -2.46 2.70 -0.0007
C -3.75 -3.28 1.97 -0.0006
C -3.77 -2.84 0.70 0.0003
N -2.95 -1.73 0.64 0.0022
B -2.54 -0.95 -0.60 0.0091
N -2.20 -1.79 -1.82 -0.0068
C -3.09 -2.26 -2.78 -0.0008
C -2.36 -2.82 -3.76 0.0006
N -1.02 -2.69 -3.43 -0.0057
C -0.95 -2.06 -2.25 0.0071
S 0.49 -1.73 -1.33 0.0507
C 0.13 -3.20 -4.30 0.0023
C 0.85 -4.30 -3.54 -0.0006
C 1.03 -2.03 -4.65 0.0036
C -0.46 -3.78 -5.58 0.0000
N -3.37 0.26 -0.96 0.0120
C -4.72 0.33 -1.23 0.0080
C -4.94 1.51 -1.85 0.0014
N -3.73 2.16 -1.98 0.0072
C -2.78 1.39 -1.41 0.0148
S -1.10 1.80 -1.12 -0.0160
C -3.66 3.51 -2.70 -0.0001
C -4.56 3.41 -3.93 0.0005
C -2.25 3.85 -3.14 0.0035
C -4.19 4.56 -1.72 -0.0002
C -2.43 -1.52 1.87 0.0082
S -1.40 -0.13 2.27 -0.0035
H -1.78 -2.00 5.93 0.0001
H -2.43 -0.75 4.88 -0.0013
H -0.88 -1.52 4.50 -0.0008
H -3.79 -3.15 5.92 0.0000
H -4.46 -3.95 4.51 0.0000
H -4.64 -2.20 4.71 0.0000
H -1.56 -4.37 5.17 0.0001
H -0.82 -3.90 3.63 0.0001
H -2.28 -4.90 3.66 0.0000
H -4.25 -4.12 2.42 -0.0005
H -4.28 -3.24 -0.16 0.0001
H -1.51 -0.44 -0.26 -0.0342
H -4.15 -2.14 -2.70 -0.0003
H -2.68 -3.29 -4.67 -0.0002
H 1.27 -3.95 -2.60 0.0021
H 1.68 -4.67 -4.15 0.0000
H 0.19 -5.14 -3.34 0.0003
H 1.56 -1.63 -3.79 -0.0023
H 0.46 -1.22 -5.12 -0.0002
H 1.78 -2.37 -5.37 0.0002
H -1.10 -4.64 -5.40 0.0001
H 0.37 -4.12 -6.20 -0.0001
H -1.00 -3.04 -6.17 0.0000
H -5.41 -0.45 -0.96 0.0003
H -5.86 1.93 -2.21 0.0010
H -4.32 2.52 -4.53 0.0001
H -4.38 4.28 -4.56 -0.0001
H -5.62 3.40 -3.69 -0.0001
H -1.81 3.06 -3.76 0.0003
H -1.58 4.07 -2.31 0.0003
H -2.31 4.74 -3.76 -0.0002
H -5.17 4.29 -1.34 0.0001
H -4.28 5.51 -2.24 0.0000
H -3.50 4.69 -0.89 -0.0003
O 1.70 -0.91 1.13 -0.0408
S 1.87 -2.41 1.66 -0.0036
C 2.94 -2.20 3.12 0.0028
C 4.23 -2.97 2.83 0.0011
C 4.51 -2.78 1.34 0.0006
C 3.20 -3.11 0.64 -0.0005
H 2.39 -2.53 4.00 -0.0003
H 3.12 -1.13 3.17 0.0003
H 4.11 -4.03 3.07 -0.0001
H 5.03 -2.59 3.46 0.0001
H 5.30 -3.43 0.98 0.0000
H 4.80 -1.75 1.13 -0.0019
H 2.99 -4.18 0.63 -0.0007
H 3.07 -2.72 -0.37 -0.0005
C 2.36 3.93 3.45 0.0027
Si 2.36 2.17 2.83 -0.0133
C 4.08 1.50 2.52 0.0861
C 1.42 1.11 4.06 -0.0087
Ge 1.34 2.26 0.60 0.4100
Si 2.62 3.64 -0.98 -0.0291
C 3.29 5.12 -0.08 -0.0012
C 3.94 2.39 -1.39 0.0295
C 1.57 4.07 -2.45 0.0033
Si -3.17 4.49 3.94 0.0009
C -2.40 6.13 4.11 -0.0001
C -3.87 3.64 5.38 -0.0002
C -3.36 3.78 2.27 0.0052
H 3.02 3.99 4.32 -0.0010
H 1.37 4.24 3.78 0.0013
H 2.72 4.64 2.71 0.0006
H 4.53 1.19 3.47 0.0061
H 4.72 2.26 2.09 0.0054
H 4.07 0.64 1.85 -0.0384
H 2.02 1.04 4.98 -0.0002
H 1.23 0.09 3.70 0.0031
H 0.46 1.55 4.33 0.0010
H 3.90 4.85 0.78 0.0012
H 2.51 5.81 0.23 0.0016
H 3.95 5.67 -0.77 -0.0004
H 4.58 2.16 -0.54 -0.0026
H 4.57 2.81 -2.18 0.0007
H 3.52 1.45 -1.77 -0.0074
H 1.00 4.99 -2.28 0.0019
H 0.87 3.27 -2.71 0.0009
H 2.22 4.23 -3.31 0.0004
H -2.24 6.40 5.15 0.0000
H -3.07 6.88 3.67 0.0000
H -1.47 6.19 3.55 0.0001
H -3.32 3.86 6.29 0.0000
H -3.97 2.56 5.25 0.0000
H -4.89 4.04 5.54 0.0000
H -2.80 4.34 1.52 -0.0015
H -4.43 3.91 2.04 0.0002
H -3.17 2.71 2.14 0.0035

12
Properties=species:S:1:pos:R:3:nbo_charge:R:1 method="wB97M-V/def2-TZVPD" e_above_lowest_kcal_mol=140.6 orbital_gap_ev=9.4948 spin_multiplicity=1 lumo_energy_ev=-0.642 e_tot_ha=-360.44543
C 0.13 0.78 0.78 -0.0687
C 0.39 -0.48 0.22 0.0486
C -0.76 1.22 -0.30 -0.4508
C -1.02 -0.23 -0.76 -0.3689
N 1.34 -1.44 0.50 0.4847
O 2.09 -1.16 1.41 -0.3890
O 1.34 -2.47 -0.11 -0.3596
H 0.67 1.32 1.44 0.2076
H -1.53 1.87 0.01 0.2163
H 0.00 1.66 -1.04 0.2304
H -0.71 -0.47 -1.78 0.2226
H -1.95 -0.59 -0.37 0.2268

56
Properties=species:S:1:pos:R:3:nbo_charge:R:1 method="wB97M-V/def2-TZVPD" e_above_lowest_kcal_mol=68.3 orbital_gap_ev=10.2712 spin_multiplicity=1 lumo_energy_ev=0.332 e_tot_ha=-1304.09637
C 2.50 -0.66 2.18 -0.0864
C 3.87 -0.26 2.66 -0.0716
O 4.63 -0.14 1.48 -0.7719
O 1.88 0.31 1.34 -0.7479
H 1.94 -0.64 3.11 0.1805
H 2.56 -1.62 1.66 0.1832
H 4.30 -0.91 3.42 0.1817
H 3.84 0.76 3.06 0.1555
H 4.26 -0.24 0.60 0.5050
H 1.63 1.07 1.88 0.4721
C -3.41 -1.56 -2.05 -0.0649
C -3.26 -3.12 -2.37 -0.1163
O -1.92 -3.77 -2.12 -0.7468
O -2.27 -0.77 -2.09 -0.7062
H -3.63 -1.53 -0.98 0.1330
H -4.25 -1.16 -2.62 0.1956
H -3.40 -3.37 -3.42 0.1662
H -4.18 -3.65 -2.11 0.1811
H -2.02 -4.72 -2.13 0.4776
H -1.53 -1.26 -1.74 0.4842
C -2.46 3.27 0.82 -0.1019
C -2.74 1.79 0.89 -0.1313
O -1.67 1.12 1.53 -0.7448
O -2.68 4.06 2.00 -0.7208
H -3.08 3.85 0.14 0.1896
H -1.42 3.45 0.54 0.1725
H -2.78 1.28 -0.07 0.2039
H -3.66 1.60 1.43 0.1776
H -2.24 0.75 2.21 0.4978
H -1.81 4.42 2.18 0.4692
C -1.30 -2.10 1.18 -0.1167
C -0.40 -2.97 2.07 -0.0707
O -0.12 -2.28 3.20 -0.7115
O -2.50 -1.89 2.04 -0.7678
H -1.46 -2.68 0.28 0.1802
H -0.75 -1.22 0.86 0.1986
H 0.55 -3.07 1.55 0.1737
H -0.87 -3.92 2.32 0.1608
H -0.99 -2.18 3.61 0.4740
H -3.22 -1.47 1.56 0.4762
C 3.20 2.48 -1.93 -0.0988
C 3.58 1.10 -2.55 -0.0995
O 3.38 0.12 -1.54 -0.7297
O 4.12 3.07 -0.91 -0.7131
H 2.14 2.52 -1.68 0.1770
H 3.31 3.11 -2.81 0.1757
H 4.64 1.09 -2.81 0.1709
H 2.97 0.94 -3.44 0.1804
H 3.51 -0.65 -2.09 0.4683
H 3.88 2.61 -0.11 0.4692
O -0.19 1.03 -0.72 -0.9822
H 0.67 0.86 -0.34 0.4999
H -0.75 1.23 0.02 0.4867
O -0.33 1.79 -3.35 -0.9623
H 0.28 2.52 -3.44 0.4492
H -0.36 1.62 -2.41 0.4957

71
Properties=species:S:1:pos:R:3:lowdin_charge:R:1 method="wB97M-V/def2-TZVPD" e_above_lowest_kcal_mol=31.1 charge=+2 orbital_gap_ev="4.7162 / 4.6857" spin_multiplicity=1 lumo_energy_ev="-9.098 / -9.125" e_tot_ha=-3938.24273
Ir 0.30 0.18 1.38 1.1947
O 2.18 1.26 4.84 0.1700
C 1.86 0.89 3.75 -0.3773
N 0.59 1.03 3.17 -0.0052
C -0.43 1.73 3.69 -0.1383
C -0.49 2.37 4.94 0.0361
C -1.63 3.05 5.28 0.0324
C -2.76 3.11 4.41 0.0063
C -2.76 2.47 3.21 0.0380
C -1.59 1.77 2.81 -0.1436
N -1.46 1.06 1.69 -0.0013
C -2.58 0.72 0.89 -0.4031
O -3.40 1.48 0.46 0.1977
C -2.62 -0.76 0.78 -0.2229
C -3.83 -1.39 0.57 0.0409
C -3.87 -2.78 0.68 0.0113
C -2.71 -3.46 0.99 0.0105
C -1.53 -2.75 1.16 -0.0768
N -1.49 -1.42 1.07 0.0397
C 2.82 0.28 2.77 -0.1691
C 4.16 0.19 3.11 0.0478
C 5.06 -0.28 2.17 0.0231
C 4.59 -0.62 0.91 0.0180
C 3.24 -0.52 0.64 -0.0891
N 2.35 -0.10 1.56 -0.0743
H 0.35 2.30 5.61 0.1207
H -1.68 3.54 6.24 0.1365
H -3.63 3.67 4.72 0.1334
H -3.61 2.51 2.55 0.1260
H -4.70 -0.79 0.35 0.1439
H -4.80 -3.31 0.54 0.1331
H -2.70 -4.53 1.11 0.1296
H -0.60 -3.26 1.39 0.1231
H 4.46 0.51 4.10 0.1404
H 6.11 -0.36 2.41 0.1349
H 5.26 -0.98 0.14 0.1327
H 2.85 -0.77 -0.34 0.0842
C -3.77 1.08 -3.42 -0.0493
C -3.53 -0.23 -3.03 -0.0576
C -2.39 -0.55 -2.31 -0.1385
C -1.46 0.45 -2.01 -0.3146
C -1.71 1.77 -2.39 -0.0955
C -2.86 2.08 -3.10 -0.0539
Ge 0.22 -0.05 -1.10 0.9559
C 0.59 -1.90 -1.71 -0.3306
C 1.14 -2.86 -0.87 -0.1606
C 1.36 -4.15 -1.33 -0.0718
C 1.04 -4.48 -2.63 -0.0610
C 0.49 -3.53 -3.48 -0.0522
C 0.28 -2.23 -3.03 -0.1149
C 1.63 1.08 -1.93 -0.3209
C 1.71 2.42 -1.56 -0.1405
C 2.65 3.25 -2.16 -0.0675
C 3.51 2.74 -3.12 -0.0623
C 3.43 1.40 -3.49 -0.0584
C 2.50 0.56 -2.89 -0.1015
H -4.66 1.32 -3.97 0.1163
H -4.24 -1.02 -3.28 0.1138
H -2.21 -1.57 -2.00 0.1007
H -0.99 2.54 -2.15 0.0956
H -3.04 3.10 -3.41 0.1159
H 1.39 -2.60 0.16 0.0695
H 1.80 -4.89 -0.67 0.1105
H 1.22 -5.49 -3.00 0.1147
H 0.23 -3.79 -4.50 0.1164
H -0.12 -1.48 -3.70 0.1124
H 1.04 2.82 -0.81 0.0876
H 2.71 4.30 -1.88 0.1116
H 4.25 3.38 -3.57 0.1146
H 4.08 1.00 -4.25 0.1141
H 2.43 -0.48 -3.18 0.0980